[1]
{
  "formula": "C12H15F",
  "method": "ωB97M-V/def2-TZVPD",
  "relative_energy_kcal_mol": 0.0,
  "e_lumo_ev": [0.9, -2.7],
  "e_tot_ev": -15399.933,
  "s2": 2.035,
  "orbital_gap_ev": [5.52, 6.29],
  "charge": 0,
  "multiplicity": 3,
  "elements": ["C", "C", "C", "C", "C", "C", "C", "C", "C", "C", "C", "C", "F", "H", "H", "H", "H", "H", "H", "H", "H", "H", "H", "H", "H", "H", "H", "H"],
  "xyz": [[3.856043, -0.049854, 0.119904], [3.119560, 0.788353, 0.939190], [3.221634, -0.760602, -0.885748], [1.755975, 0.928243, 0.748810], [1.861098, -0.620762, -1.080660], [1.115251, 0.232525, -0.270683], [-1.355340, 0.895262, 0.420158], [-0.321959, 0.405408, -0.562414], [-1.478967, -0.578163, 0.088442], [-2.390971, 1.919196, 0.024517], [-1.034420, -1.571482, 1.129015], [-2.544636, -1.067621, -0.856252], [-0.556626, 0.686944, -1.888391], [4.924405, -0.142264, 0.255144], [3.607244, 1.347088, 1.724249], [3.790732, -1.419741, -1.523659], [1.197429, 1.599122, 1.384005], [1.358334, -1.159070, -1.870221], [-0.950546, 1.085557, 1.410486], [-2.710119, 1.784399, -1.004027], [-1.974639, 2.920442, 0.125379], [-3.258794, 1.839285, 0.677804], [-0.708576, -2.499833, 0.665161], [-1.868581, -1.796012, 1.794195], [-0.212877, -1.175158, 1.719486], [-2.657246, -0.396475, -1.701205], [-3.501376, -1.143948, -0.342370], [-2.282021, -2.050840, -1.240320]],
  "forces_ev_per_a": [[2.7, -2.1, -1.9], [-3.8, 2.7, 2.4], [-1.3, -0.4, -0.9], [2.2, 0.5, 1.5], [3.2, -2.8, -2.6], [-4.1, 2.3, 1.3], [0.1, -0.1, -0.2], [0.0, -0.9, 1.4], [1.2, 0.9, -0.5], [0.1, -0.2, 0.0], [0.0, 0.2, -0.1], [0.2, 0.3, 0.0], [-0.2, 0.0, -0.3], [0.0, 0.0, 0.0], [0.0, 0.1, 0.0], [0.0, -0.1, -0.1], [0.0, 0.1, 0.0], [0.1, -0.1, -0.1], [0.1, -0.1, 0.0], [-0.1, 0.0, -0.1], [0.0, 0.1, 0.0], [-0.1, 0.0, 0.0], [0.0, -0.1, 0.0], [0.0, -0.1, 0.1], [0.1, 0.0, 0.1], [-0.1, 0.0, -0.1], [-0.1, 0.0, 0.1], [0.0, -0.1, 0.0]]
}

[2]
{
  "formula": "C4H11NO2",
  "method": "ωB97M-V/def2-TZVPD",
  "relative_energy_kcal_mol": 87.0,
  "e_lumo_ev": [3.3, 3.2],
  "e_tot_ev": -9907.667,
  "s2": 0.758,
  "orbital_gap_ev": [2.99, 5.41],
  "charge": -1,
  "multiplicity": 2,
  "elements": ["N", "C", "C", "C", "C", "H", "H", "H", "H", "H", "H", "H", "H", "H", "O", "H", "H", "O"],
  "xyz": [[0.464894, -0.018657, -1.516523], [-0.134229, 1.138181, -0.872580], [0.848781, 2.067462, -0.525165], [-2.642081, 1.355679, -1.377092], [-1.541049, 1.187048, -0.601942], [1.447983, 0.088119, -1.694903], [-0.017050, -0.545971, -2.230564], [1.732414, 1.751015, 0.044487], [0.610380, 3.093705, -0.739186], [-3.593195, 1.348035, -0.842457], [-2.675032, 1.396164, -2.461613], [-1.718905, 0.656055, 0.349148], [2.088650, -1.324706, 1.426611], [1.041213, -0.309347, 1.172234], [1.541832, -0.716619, 1.902781], [1.212740, -3.619891, 2.001250], [0.826765, -3.606403, 3.406933], [0.505888, -3.939862, 2.558586]],
  "forces_ev_per_a": [[-0.6, -1.2, 0.5], [1.9, -0.5, -1.5], [-0.8, 0.0, 0.8], [-0.5, -0.4, 0.2], [0.2, -1.0, 0.0], [0.0, 0.4, -0.4], [-0.2, 0.1, 0.1], [0.2, 0.3, -0.5], [0.1, 0.6, 0.8], [0.0, -0.3, -0.4], [0.2, 0.5, 0.0], [-0.3, 1.4, 0.5], [0.6, -0.5, -0.4], [-0.1, 0.2, 0.3], [-0.6, 0.4, 0.0], [0.0, 0.1, -0.7], [-0.5, -0.1, 0.1], [0.3, -0.1, 0.6]]
}

Question: The highest multiplicity belongs to which entry?
Answer: C12H15F

Repeat the second record exactly.
{
  "formula": "C4H11NO2",
  "method": "ωB97M-V/def2-TZVPD",
  "relative_energy_kcal_mol": 87.0,
  "e_lumo_ev": [3.3, 3.2],
  "e_tot_ev": -9907.667,
  "s2": 0.758,
  "orbital_gap_ev": [2.99, 5.41],
  "charge": -1,
  "multiplicity": 2,
  "elements": ["N", "C", "C", "C", "C", "H", "H", "H", "H", "H", "H", "H", "H", "H", "O", "H", "H", "O"],
  "xyz": [[0.464894, -0.018657, -1.516523], [-0.134229, 1.138181, -0.872580], [0.848781, 2.067462, -0.525165], [-2.642081, 1.355679, -1.377092], [-1.541049, 1.187048, -0.601942], [1.447983, 0.088119, -1.694903], [-0.017050, -0.545971, -2.230564], [1.732414, 1.751015, 0.044487], [0.610380, 3.093705, -0.739186], [-3.593195, 1.348035, -0.842457], [-2.675032, 1.396164, -2.461613], [-1.718905, 0.656055, 0.349148], [2.088650, -1.324706, 1.426611], [1.041213, -0.309347, 1.172234], [1.541832, -0.716619, 1.902781], [1.212740, -3.619891, 2.001250], [0.826765, -3.606403, 3.406933], [0.505888, -3.939862, 2.558586]],
  "forces_ev_per_a": [[-0.6, -1.2, 0.5], [1.9, -0.5, -1.5], [-0.8, 0.0, 0.8], [-0.5, -0.4, 0.2], [0.2, -1.0, 0.0], [0.0, 0.4, -0.4], [-0.2, 0.1, 0.1], [0.2, 0.3, -0.5], [0.1, 0.6, 0.8], [0.0, -0.3, -0.4], [0.2, 0.5, 0.0], [-0.3, 1.4, 0.5], [0.6, -0.5, -0.4], [-0.1, 0.2, 0.3], [-0.6, 0.4, 0.0], [0.0, 0.1, -0.7], [-0.5, -0.1, 0.1], [0.3, -0.1, 0.6]]
}